Entry 1:
Here is a structure of composition C9H16CeFNO2 at a distorted geometry from the OMol25 dataset. Energies are from wB97M-V/def2-TZVPD.

Summary:
- Charge: +3
- 2S+1: 2
- E_LUMO (alpha / beta): -15.3 / -15.1 eV
- Expectation value of S²: 0.759
- HOMO energy (alpha / beta): -18.82 / -18.69 eV
- Kohn-Sham gap (alpha / beta): 3.51 / 3.61 eV
- Largest force on an atom: 4.53 eV/A

Geometry as XYZ:
```
30
C9H16CeFNO2, DFT wB97M-V/def2-TZVPD
C -3.8891 1.1916 -0.4761
N -2.5319 1.3979 -1.0158
C -1.9377 0.4757 -1.9364
C -0.6567 -0.1657 -1.4201
C -0.0334 0.1419 -0.0743
C 1.3370 -0.5434 -0.2356
C 2.4300 -0.3334 0.8146
C 1.9567 -0.4873 2.2705
C 1.3702 -1.8520 2.5672
F 3.1191 -0.2598 3.0166
C 1.6638 -0.0199 -1.5590
O 2.7594 0.3382 -2.0591
O 0.5971 0.2741 -2.2919
H -4.4549 0.5979 -1.1912
H -3.8634 0.6888 0.4962
H -4.3762 2.1588 -0.3581
H -1.9260 1.8766 -0.3688
H -2.6544 -0.3125 -2.1827
H -1.7063 0.9283 -2.9190
H -0.6732 -1.2545 -1.5357
H -0.6362 -0.0856 0.8080
H 0.1665 1.2520 -0.0124
H 1.1527 -1.6290 -0.4309
H 3.2461 -1.0433 0.6541
H 2.8825 0.6797 0.7063
H 1.2488 0.3062 2.5623
H 0.3334 -1.9343 2.2285
H 1.9784 -2.6543 2.1399
H 1.3711 -1.9963 3.6493
Ce 1.7268 2.2636 -1.8463
```


Entry 2:
Here is a cluster of 3 separate species, C9H16FNO11PS in total at a distorted geometry from the OMol25 dataset. Energies are from wB97M-V/def2-TZVPD.

Summary:
- Charge: +1
- Energy relative to the best compared isomer or geometry (same formula, charge and spin): 0.0 kcal/mol
- E_LUMO: -3.3 eV
- HOMO energy: -13.47 eV
- Kohn-Sham gap: 10.16 eV
- Largest force on an atom: 2.23 eV/A

Geometry as XYZ:
```
40
C9H16FNO11PS, DFT wB97M-V/def2-TZVPD
N -1.6531 -3.3955 -0.4476
P -2.6491 -2.9097 -1.4863
O -3.9015 -3.8133 -1.7926
O -2.0890 -2.6762 -2.9310
S -3.5119 -1.0205 -0.7571
C -4.7738 -0.4381 -1.9585
O -5.7522 -1.4234 -2.0068
O -7.0319 -0.7812 -1.9480
C -2.3139 0.3267 -0.8509
C -1.3995 0.2587 -2.0407
O -0.4433 -0.4068 -2.1506
F -1.8247 1.0774 -3.0169
H -1.5051 -2.7902 0.3562
H -4.2568 -4.1550 -0.9538
H -2.7518 -2.6943 -3.6395
H -5.1616 0.4883 -1.5367
H -4.3104 -0.2272 -2.9225
H -7.3255 -0.9707 -1.0408
H -1.7534 0.3026 0.0805
H -2.9202 1.2297 -0.8966
C 1.9355 0.3512 1.5814
C 2.0262 -0.8077 2.5528
O 0.6331 -1.1587 2.7241
C -0.0308 -0.7410 1.6594
O -1.1819 -1.0265 1.4217
O 0.7071 0.0433 0.8729
H 2.7675 0.4088 0.8901
H 1.8206 1.3077 2.0853
H 2.5461 -1.6712 2.1389
H 2.4719 -0.5367 3.5039
C 5.0237 3.3040 0.4729
C 6.3243 2.7348 1.0119
O 5.9764 2.4137 2.3679
C 4.6465 2.2465 2.4409
O 4.0545 1.7993 3.3710
O 4.0479 2.6341 1.2889
H 4.8548 3.0846 -0.5772
H 4.9344 4.3778 0.6372
H 6.6206 1.8162 0.5043
H 7.1503 3.4385 0.9919
```


Entry 3:
Here is a structure of composition C9H16INOPb at a distorted geometry from the OMol25 dataset. Energies are from wB97M-V/def2-TZVPD.

Summary:
- Charge: 0
- Energy relative to the best compared isomer or geometry (same formula, charge and spin): 24.8 kcal/mol
- E_LUMO: -0.3 eV
- HOMO energy: -7.25 eV
- Kohn-Sham gap: 6.98 eV
- Largest force on an atom: 2.39 eV/A

Geometry as XYZ:
```
29
C9H16INOPb, DFT wB97M-V/def2-TZVPD
C -1.3376 0.9760 -2.3423
C -1.3127 -2.1837 -2.3023
H -2.3172 1.2072 -1.8580
H -1.3339 0.3297 -3.2529
H -0.4987 1.6958 -2.1984
H -1.2555 -3.0897 -1.6545
H -2.3384 -1.8088 -2.5324
H -0.5405 -2.0619 -3.0980
Pb -0.7885 -0.5967 -0.9107
C 1.3498 -0.5919 -1.8365
H 1.6442 -1.6677 -1.8830
H 1.9962 0.0440 -1.1891
H 1.1307 -0.1360 -2.8340
I -3.2127 -0.7542 0.6723
O 0.0983 -2.2631 0.7120
C 0.4840 -1.4577 1.8975
C 0.5063 0.1034 1.8270
C 0.9436 0.8084 2.9514
C 0.9736 2.2063 2.8801
C 0.5615 2.8947 1.7261
C 0.1183 2.1395 0.6387
N 0.1394 0.7832 0.7292
H 0.8592 -2.5036 0.1854
H -0.2698 -1.7748 2.6420
H 1.5068 -1.8078 2.1556
H 1.2434 0.2026 3.8085
H 1.3208 2.7562 3.7383
H 0.5729 3.9764 1.6340
H -0.2435 2.5739 -0.3061
```


Entry 4:
Here is a structure of composition C9H16INOSr at a distorted geometry from the OMol25 dataset. Energies are from wB97M-V/def2-TZVPD.

Summary:
- Charge: 0
- Energy relative to the best compared isomer or geometry (same formula, charge and spin): 112.1 kcal/mol
- E_LUMO (alpha / beta): -0.4 / -1.7 eV
- HOMO energy (alpha / beta): -6.25 / -6.19 eV
- Kohn-Sham gap (alpha / beta): 5.82 / 4.52 eV
- Largest force on an atom: 2.22 eV/A

Geometry as XYZ:
```
29
C9H16INOSr, DFT wB97M-V/def2-TZVPD
C -1.3748 3.5139 1.2466
C -3.7528 -0.7743 0.2666
H -0.8150 3.4295 2.2150
H -2.4927 3.3314 1.2276
H -0.8337 4.1653 0.5336
H -3.4787 -1.5311 1.0336
H -4.1510 0.2176 0.6319
H -3.8975 -1.1481 -0.7704
Sr -1.7272 1.0716 0.2756
C -1.8528 -0.5537 -2.6203
H -2.3762 -1.5064 -2.4492
H -0.7910 -0.6245 -2.8869
H -2.4136 0.2495 -3.1179
I 0.4221 2.4564 -1.7931
O 0.3432 0.9017 1.9081
C 1.7382 0.8530 1.4479
C 1.9194 -0.3783 0.6119
C 3.1702 -1.0423 0.5794
C 3.2747 -2.1714 -0.2435
C 2.1513 -2.6097 -0.9728
C 0.9400 -1.9078 -0.8195
N 0.8369 -0.8273 -0.0276
H 0.3406 1.4126 2.7318
H 2.4149 0.7523 2.3129
H 1.9758 1.7267 0.8129
H 3.9889 -0.6344 1.1935
H 4.2314 -2.6971 -0.3275
H 2.1839 -3.4719 -1.6505
H 0.0254 -2.2032 -1.3495
```